{
  "formula": "C35H72BrCl2O26P2S6",
  "method": "ωB97M-V/def2-TZVPD",
  "symbols": ["C", "C", "O", "C", "C", "C", "C", "C", "C", "O", "O", "O", "C", "S", "Br", "C", "O", "C", "C", "O", "C", "C", "O", "C", "O", "O", "P", "O", "O", "C", "Cl", "C", "C", "Cl", "P", "C", "C", "H", "H", "H", "H", "H", "H", "H", "H", "H", "H", "H", "H", "H", "H", "H", "H", "H", "H", "H", "H", "H", "H", "H", "H", "H", "H", "H", "H", "H", "H", "H", "H", "O", "S", "O", "O", "C", "C", "C", "H", "H", "H", "H", "H", "H", "H", "H", "O", "S", "O", "O", "C", "C", "C", "H", "H", "H", "H", "H", "H", "H", "H", "O", "S", "O", "O", "C", "C", "C", "H", "H", "H", "H", "H", "H", "H", "H", "O", "S", "O", "O", "C", "C", "C", "H", "H", "H", "H", "H", "H", "H", "H", "O", "S", "O", "O", "C", "C", "C", "H", "H", "H", "H", "H", "H", "H", "H"],
  "coordinates": [[-1.456, 2.829, -4.816], [-0.171, 3.411, -4.006], [0.975, 2.653, -4.456], [2.179, 3.082, -3.738], [3.332, 1.981, -3.893], [3.093, 1.544, -5.477], [4.826, 2.561, -3.994], [5.389, 3.491, -2.856], [4.653, 4.881, -2.602], [4.322, 5.719, -3.467], [4.288, 5.180, -1.234], [3.194, 0.725, -3.250], [2.695, 0.581, -1.951], [3.241, 1.903, -0.712], [0.672, 0.712, -1.805], [3.216, -0.917, -1.473], [3.349, -1.133, -0.103], [2.336, -1.411, 0.818], [3.132, -1.926, 2.164], [3.019, -3.366, 2.381], [4.335, -3.754, 2.842], [4.848, -3.133, 4.251], [5.094, -4.501, 2.193], [1.495, -0.153, 1.440], [2.048, 0.787, 2.112], [0.098, -0.094, 1.341], [1.047, -2.767, 0.499], [-0.077, -2.341, -0.743], [0.071, -3.121, 1.866], [2.631, -2.098, -2.406], [1.521, -1.878, -3.845], [3.011, -3.471, -2.208], [4.010, -3.996, -1.091], [2.356, -4.796, -3.322], [5.064, -0.970, -2.075], [5.315, -1.576, -3.792], [6.224, 0.229, -1.324], [-1.812, 3.646, -5.530], [-2.274, 2.444, -4.112], [-1.092, 1.916, -5.424], [-0.042, 4.543, -4.176], [-0.375, 3.239, -2.895], [2.546, 4.011, -4.327], [1.968, 3.447, -2.681], [4.092, 1.084, -5.843], [2.276, 0.744, -5.554], [2.910, 2.461, -6.125], [5.534, 1.655, -4.117], [4.912, 3.128, -4.997], [5.562, 3.000, -1.826], [6.465, 3.790, -3.180], [3.439, 4.722, -1.015], [3.891, 1.313, 0.354], [2.743, -1.416, 3.110], [4.236, -1.591, 2.064], [5.517, -3.846, 4.830], [3.904, -2.813, 4.812], [5.418, -2.165, 3.978], [-0.966, -2.323, -0.303], [-0.013, -2.363, 2.491], [3.849, -3.580, -0.049], [3.910, -5.144, -1.006], [5.111, -3.796, -1.362], [4.750, -0.953, -4.576], [5.056, -2.694, -3.927], [6.432, -1.498, -4.085], [7.209, -0.306, -1.032], [5.898, 0.786, -0.386], [6.559, 1.022, -2.103], [-4.197, -6.689, 3.851], [-3.493, -7.627, 3.018], [-2.152, -8.056, 3.322], [-3.543, -7.112, 1.487], [-3.034, -5.807, 1.188], [-1.518, -5.764, 1.240], [-4.496, -9.069, 2.807], [-3.474, -5.062, 1.857], [-3.361, -5.562, 0.174], [-1.153, -5.943, 2.253], [-1.145, -4.790, 0.922], [-1.089, -6.539, 0.600], [-5.508, -8.767, 2.541], [-4.502, -9.608, 3.755], [-4.057, -9.695, 2.030], [4.329, 11.988, -3.024], [3.519, 11.384, -1.998], [3.951, 11.324, -0.626], [3.088, 9.902, -2.476], [4.117, 8.968, -2.816], [4.842, 8.455, -1.584], [1.908, 12.114, -2.036], [4.818, 9.411, -3.530], [3.635, 8.126, -3.319], [5.390, 9.258, -1.086], [5.559, 7.678, -1.851], [4.130, 8.052, -0.860], [1.548, 12.136, -3.064], [1.998, 13.130, -1.648], [1.242, 11.534, -1.399], [-2.458, 0.557, -8.783], [-3.260, -0.051, -7.754], [-2.815, -0.125, -6.385], [-3.705, -1.528, -8.239], [-2.685, -2.462, -8.594], [-1.949, -2.988, -7.374], [-4.865, 0.693, -7.769], [-1.989, -2.016, -9.312], [-3.177, -3.297, -9.100], [-1.392, -2.193, -6.875], [-1.237, -3.767, -7.655], [-2.654, -3.395, -6.645], [-5.236, 0.725, -8.792], [-4.763, 1.704, -7.373], [-5.529, 0.112, -7.130], [-5.661, -0.565, 4.603], [-4.692, 0.229, 5.314], [-4.728, 1.670, 5.293], [-3.209, -0.263, 4.904], [-2.842, -0.251, 3.520], [-2.606, 1.157, 3.007], [-4.650, -0.296, 7.002], [-3.596, -0.768, 2.919], [-1.913, -0.820, 3.430], [-3.527, 1.743, 3.022], [-2.238, 1.138, 1.980], [-1.881, 1.679, 3.637], [-4.587, -1.382, 7.038], [-5.572, 0.043, 7.477], [-3.793, 0.163, 7.494], [-7.093, -0.904, 9.434], [-7.902, -1.526, 10.449], [-7.470, -1.605, 11.821], [-8.325, -3.004, 9.948], [-7.291, -3.925, 9.596], [-6.563, -4.453, 10.821], [-9.514, -0.801, 10.421], [-6.593, -3.466, 8.890], [-7.769, -4.761, 9.079], [-6.020, -3.656, 11.332], [-5.841, -5.223, 10.541], [-7.272, -4.872, 11.538], [-9.873, -0.765, 9.393], [-9.428, 0.209, 10.824], [-10.179, -1.393, 11.048]],
  "forces_ev_per_angstrom": [[1.05, -0.08, -0.09], [-1.44, -0.46, -0.04], [0.33, 1.09, 1.88], [0.49, 0.88, -0.74], [-0.89, 0.99, -4.08], [1.07, -0.61, 0.25], [0.09, -0.04, 0.06], [1.58, 0.91, 0.95], [-2.05, 1.51, -1.21], [1.66, -3.04, 2.60], [0.10, -0.92, -1.75], [-0.57, 0.54, 1.63], [0.01, -1.14, 1.41], [0.22, -0.05, -0.20], [0.95, -0.08, -0.40], [0.63, 1.12, -3.21], [-0.19, -0.04, -0.76], [-2.25, 1.47, 4.11], [-0.08, 1.51, 0.18], [3.48, -0.09, 0.55], [2.08, -1.70, -0.75], [-1.20, 0.78, -1.13], [-3.17, 2.44, 2.01], [-4.29, 4.00, 1.45], [0.29, -2.97, -1.93], [5.55, -2.18, -0.09], [-1.00, -3.11, -1.90], [0.00, -0.01, 2.34], [1.29, 2.13, -0.55], [0.10, -3.83, 0.29], [1.27, 0.46, 1.68], [-0.18, 2.55, 0.45], [0.30, -1.15, -0.36], [0.94, 1.68, 1.47], [-0.01, -2.84, 2.12], [0.50, 0.55, -2.18], [2.23, 1.77, -0.65], [0.14, -1.31, 0.96], [1.16, 0.84, -1.06], [-0.61, 1.55, 0.92], [-0.03, -1.60, 0.10], [0.60, 0.24, -1.32], [-0.21, -1.38, 1.07], [0.02, -0.81, -1.11], [-1.59, 0.54, 0.54], [1.12, 1.47, 0.11], [-0.01, -1.28, 0.91], [-1.16, 1.36, 0.40], [-0.35, -0.78, 1.70], [-0.74, 0.63, -1.84], [-1.69, -0.30, 0.35], [1.00, 0.18, -0.27], [-0.74, -0.25, -0.97], [0.27, -0.48, -1.57], [-1.77, -0.56, -0.19], [-1.03, 0.87, -0.99], [1.52, -0.54, -0.46], [-0.78, -1.62, 0.53], [1.03, 0.48, -0.52], [-0.17, -0.20, -0.73], [-0.08, -0.36, -1.58], [-0.08, 1.87, -0.16], [-1.81, -0.10, 0.17], [0.67, -1.03, 0.94], [0.21, 1.91, 0.54], [-1.62, 0.03, 0.76], [-1.72, 0.58, -0.50], [0.01, -0.98, -1.45], [-0.52, -0.93, 1.36], [0.54, -0.31, -0.18], [0.11, 0.12, -0.78], [-0.70, 0.34, 0.17], [-0.45, -0.86, 0.80], [0.78, 1.01, -0.15], [0.05, -0.20, 0.13], [-0.10, -0.05, -0.15], [-0.06, -0.20, 0.06], [-0.22, -0.35, 0.14], [-0.01, 0.11, -0.08], [-0.14, -0.15, 0.00], [-0.07, 0.09, -0.03], [0.11, 0.03, 0.00], [0.08, 0.16, -0.03], [0.00, 0.10, 0.06], [-0.03, -0.23, 0.59], [-0.41, -0.75, -0.07], [0.08, 0.26, -0.73], [-0.34, 1.19, 0.22], [0.91, -0.84, -0.06], [0.11, 0.29, 0.26], [-0.14, -0.06, -0.06], [-0.14, 0.17, 0.08], [-0.21, 0.29, 0.09], [-0.02, -0.03, -0.07], [-0.18, 0.00, -0.08], [0.08, -0.09, -0.15], [0.07, -0.05, 0.08], [0.13, -0.11, -0.02], [0.11, 0.01, -0.05], [-0.05, -0.35, 0.55], [-0.27, -0.31, 0.24], [0.02, 0.16, -0.93], [-0.34, 0.88, 0.12], [0.87, -0.68, 0.01], [0.09, 0.20, 0.22], [-0.16, -0.11, -0.09], [-0.13, 0.15, 0.08], [-0.27, 0.32, 0.03], [-0.03, -0.08, -0.05], [-0.11, 0.01, -0.07], [0.05, -0.02, -0.10], [0.07, -0.04, 0.08], [0.15, -0.12, -0.02], [0.11, 0.02, -0.04], [0.22, 0.58, 0.06], [0.95, -0.21, 0.08], [-0.35, -0.66, -0.16], [-0.92, 0.05, 0.88], [0.34, 0.30, -1.21], [-0.27, 0.29, -0.01], [0.06, -0.04, 0.05], [-0.08, 0.01, 0.22], [-0.14, 0.03, 0.31], [0.01, -0.09, 0.03], [0.19, -0.17, 0.16], [0.05, -0.13, -0.14], [0.01, 0.10, -0.06], [0.04, -0.03, -0.13], [-0.05, -0.02, -0.11], [-0.01, -0.32, 0.59], [-0.42, -0.40, -0.04], [0.09, 0.17, -0.74], [-0.31, 0.93, 0.21], [0.88, -0.67, -0.04], [0.10, 0.19, 0.24], [-0.14, -0.10, -0.08], [-0.14, 0.13, 0.07], [-0.25, 0.33, 0.02], [-0.03, -0.07, -0.06], [-0.12, 0.01, -0.09], [0.04, -0.03, -0.11], [0.08, -0.04, 0.07], [0.15, -0.11, -0.03], [0.11, 0.01, -0.05]],
  "mulliken_charge": [-0.8426, -0.2425, -0.1547, -0.8796, 0.8247, -1.4606, -0.9972, 0.0135, 0.0415, -0.5264, -0.4411, 0.4998, 0.3427, -0.0694, -0.0075, 0.0955, -0.2874, 1.0389, -1.1963, -0.1978, 0.5753, -0.8255, -0.5417, -0.1945, -0.7314, -0.6839, 0.5875, -0.4731, -0.3637, -0.1086, -0.1293, -0.0609, -0.4217, -0.2359, 0.2602, -0.8107, -0.7713, 0.2986, 0.2481, 0.1514, 0.2737, 0.1941, 0.5768, 0.2985, 0.3999, 0.1766, 0.4121, 0.2739, 0.3657, 0.1363, 0.4271, 0.3117, 0.0833, 0.3830, 0.1361, 0.3281, 0.2855, 0.2342, 0.2487, 0.2737, -0.0755, 0.3390, 0.1917, 0.0146, 0.2521, 0.3820, 0.3914, 0.2203, 0.1876, -0.6332, 1.1961, -0.5976, -0.2651, -0.4722, -0.5460, -0.9295, 0.3224, 0.2844, 0.3281, -0.0173, 0.3017, 0.3091, 0.3620, 0.3067, -0.6404, 1.2085, -0.6101, -0.2711, -0.2112, -0.9215, -0.9335, 0.2633, 0.1946, 0.4377, 0.2676, 0.2308, 0.3089, 0.3676, 0.3095, -0.6729, 1.2395, -0.5242, -0.2759, -0.3178, -0.9617, -0.9747, 0.3096, 0.2636, 0.2773, 0.3862, 0.2654, 0.3319, 0.3585, 0.3127, -0.6516, 1.2025, -0.6284, -0.2706, 0.0736, -0.9837, -0.9355, 0.3001, -0.1288, 0.4334, 0.2815, 0.2685, 0.3048, 0.3544, 0.3694, -0.5125, 1.1017, -0.6029, -0.2826, -0.1986, -1.0078, -0.9633, 0.2260, 0.2683, 0.3088, 0.3849, 0.2602, 0.3163, 0.3642, 0.3357],
  "e_lumo_ev": 1.640,
  "charge": -1,
  "mol_weight_g_mol": 1314.10,
  "total_energy_ev": -269364.8624
}